ORCA calculation (ωB97M-V/def2-TZVPD) on a structure of composition C22H65O11Pt.

As for the expectation value of S²: 3.761. The orbital gap (alpha / beta) comes out at 4.15 / 2.82 eV. As for the spin multiplicity: 4. As for the net charge: +2.

CARTESIAN COORDINATES (ANGSTROEM)
H 2.066 3.320 -1.696
H -3.469 -5.855 -0.589
H -4.052 3.286 0.491
H 3.482 -2.013 -0.442
C -2.714 -4.189 -1.234
H 3.359 5.311 -0.733
H -1.772 -4.703 -1.423
H 1.622 5.286 -0.279
C -1.482 5.282 0.087
H 1.867 2.715 -0.020
H 0.350 -5.704 1.748
C -0.440 2.578 2.709
H -1.765 6.293 -0.206
H -0.948 -0.033 -0.877
O -4.577 2.661 -0.015
C 0.321 -4.666 2.081
H 3.251 0.338 -2.681
C -4.555 0.674 -1.322
H 0.504 -2.731 3.612
H -2.104 0.623 -3.274
H 0.470 -4.009 1.224
C 0.063 0.778 -3.809
C 0.898 -0.614 0.073
H 4.229 -3.768 1.690
H -0.375 1.072 0.418
H -3.236 -4.070 -2.184
H 2.252 -1.141 -4.422
H -3.129 -2.210 -0.249
O 4.031 -2.005 -4.879
H -4.822 1.184 -2.247
C -3.805 1.519 -0.352
O 0.675 1.759 3.035
H 3.163 -3.779 -0.303
H -2.180 -0.740 4.765
H -1.254 -0.903 3.231
C -1.917 -1.401 3.938
H -0.159 3.326 1.968
H -0.349 5.091 -1.805
C -1.085 4.525 -1.235
H 4.013 -2.166 -5.825
C -0.494 0.033 0.111
C 5.240 -3.251 -0.699
H 1.171 -4.771 3.975
H -0.720 3.511 -1.076
H 0.003 3.510 4.608
H -2.882 5.088 1.413
C 2.491 3.304 -0.692
O -3.556 -4.928 -0.356
H -1.516 4.144 3.796
H 0.612 1.698 -4.008
H 4.771 -0.427 -2.953
H 1.004 1.263 2.282
H -2.813 -2.667 2.332
O -2.576 4.620 0.633
H -1.365 2.135 -3.068
C 3.699 -0.570 -3.084
O -1.893 1.646 -4.970
H 2.406 -4.545 2.726
H -2.930 1.927 -0.857
H -1.363 2.532 4.607
C -1.356 1.270 -3.732
O 4.006 -2.889 1.374
H 3.410 -0.048 -5.164
C -3.079 -2.018 3.167
H 0.392 0.385 -2.847
H -4.049 -0.227 -1.669
H 1.420 -0.295 -0.829
H 3.409 -1.389 -2.425
H -0.648 5.452 0.768
C 3.852 -2.968 -0.070
H -1.631 -3.068 0.268
H -1.222 1.911 2.345
O 2.978 4.673 1.156
H 5.555 -4.226 -0.326
H -2.765 2.008 -4.796
C 2.580 4.775 -0.190
O -1.105 -2.420 4.467
H 3.481 2.852 -0.748
H -1.200 -0.420 0.807
C 1.399 -4.267 3.036
H -0.688 -4.375 2.372
O 1.723 -0.415 1.218
C -2.336 -2.897 -0.546
H 5.125 -3.254 -1.783
C 3.310 -0.886 -4.475
H -3.707 -2.528 3.898
Pt 3.066 -1.480 2.797
H 0.243 0.027 -4.579
H -1.407 -2.764 5.310
H -3.687 -1.195 2.791
O 1.366 -2.909 3.229
H -1.703 -2.356 -1.249
H -5.556 0.467 -0.943
H -3.617 1.018 0.598
H 2.944 5.569 1.501
C -0.871 3.288 3.995
H 0.689 -1.677 -0.051
H 5.872 -2.410 -0.415
H -1.907 4.517 -1.951

ORCA calculation (ωB97M-V/def2-TZVPD) on a structure of composition C22H66O11.

For the energy above the lowest of the compared OMol25 structures with the same formula, charge and spin, the calculation gives 1622.7 kJ/mol. The orbital gap comes out at 9.03 eV. As for the spin multiplicity: 1. As for the net charge: 0.

CARTESIAN COORDINATES (ANGSTROEM)
O -28.424 -19.881 -29.991
H -27.196 -16.946 -30.181
H -24.080 -24.392 -29.429
H -28.907 -22.383 -29.130
H -26.232 -22.267 -32.661
H -27.305 -22.485 -28.366
H -22.658 -22.329 -29.672
H -24.901 -18.817 -31.496
C -25.421 -22.239 -31.933
H -21.523 -23.691 -31.341
H -24.174 -20.813 -32.902
H -22.423 -18.818 -29.505
H -26.591 -22.695 -36.082
C -24.705 -20.938 -31.958
C -29.612 -17.814 -31.628
H -29.766 -18.661 -30.960
H -22.200 -21.272 -28.366
H -23.450 -23.718 -30.872
H -23.797 -20.062 -34.221
H -28.276 -24.038 -35.014
H -24.873 -16.172 -32.955
O -23.817 -18.798 -27.902
H -24.997 -22.387 -28.814
H -25.598 -23.225 -33.722
O -24.661 -25.509 -31.032
H -20.947 -22.446 -32.534
H -24.402 -20.196 -26.879
H -28.118 -21.391 -37.214
H -25.216 -23.560 -30.459
C -28.097 -21.807 -28.683
H -26.542 -20.374 -29.177
H -24.747 -23.064 -32.166
H -26.659 -20.251 -35.989
O -22.921 -22.532 -32.246
C -27.441 -22.194 -35.619
H -22.721 -22.894 -28.120
H -24.867 -24.634 -32.930
H -26.952 -21.267 -30.497
H -26.133 -21.081 -34.473
C -25.275 -17.066 -33.432
H -28.666 -18.613 -33.609
H -28.365 -21.365 -27.724
H -24.150 -21.965 -26.406
C -25.440 -24.301 -33.796
H -27.686 -25.036 -31.272
O -28.466 -21.978 -36.539
O -22.951 -17.591 -34.160
H -25.682 -21.405 -26.815
H -25.740 -16.822 -34.388
H -26.236 -19.602 -32.362
C -23.319 -18.297 -29.167
H -24.128 -18.334 -29.896
H -29.277 -23.796 -31.340
C -24.110 -18.076 -33.595
H -23.043 -23.041 -33.051
H -23.039 -17.487 -35.110
C -27.094 -17.639 -31.016
H -25.459 -19.758 -34.025
C -24.338 -24.206 -30.471
O -24.725 -24.770 -34.965
C -21.647 -22.681 -31.732
C -25.519 -19.714 -31.548
C -26.968 -20.860 -35.139
H -26.496 -23.738 -31.219
H -28.717 -22.665 -33.936
C -27.437 -24.053 -31.670
H -21.589 -22.027 -30.862
H -26.061 -20.003 -30.648
O -27.927 -18.646 -32.996
H -24.923 -26.084 -30.309
H -28.177 -16.656 -32.639
H -23.050 -17.246 -29.062
H -24.774 -25.725 -35.054
H -23.791 -18.448 -32.621
H -30.362 -18.049 -32.383
H -26.423 -24.772 -33.818
C -27.931 -23.119 -34.540
H -27.669 -20.304 -34.517
H -24.536 -19.057 -35.481
C -24.551 -19.301 -34.419
H -27.013 -18.608 -30.524
C -28.175 -17.588 -32.074
H -24.255 -20.536 -30.162
H -30.013 -16.946 -31.106
H -27.089 -23.302 -33.874
H -27.362 -24.175 -32.751
H -26.165 -17.503 -31.571
H -29.019 -20.328 -30.598
C -22.958 -21.990 -28.681
O -28.534 -23.189 -31.333
O -24.561 -20.382 -29.265
C -24.338 -21.565 -28.532
C -27.436 -20.784 -29.648
H -25.860 -22.496 -30.969
H -26.029 -17.529 -32.795
H -24.138 -19.677 -28.117
O -23.676 -20.990 -31.083
C -24.634 -21.245 -27.066
H -23.013 -21.583 -31.444

Number 1: maximum force 3.32 eV/Å. Number 2: maximum force 5.60 eV/Å.